No. 1
C45H88FI2N6O8S3 | ωB97M-V/def2-TZVPD

Cartesian coordinates (Å):
C 1.15892 6.27008 5.31713
C 0.98089 5.07527 4.36438
C 0.35180 3.83699 5.02883
C -0.60889 3.07974 4.10811
C -0.51786 1.55759 4.17692
N -1.43535 0.90655 5.15738
C -1.96594 1.67877 6.26117
C -2.63075 0.85953 7.34521
O -3.77479 0.91253 7.63335
F -1.73682 0.09418 8.00655
C -1.59689 -0.33411 4.85511
O -2.36638 -1.15463 5.53576
C -0.81693 -0.76047 3.61259
C -1.65570 -1.89426 2.97069
C -1.00539 -2.70346 1.81733
C -1.86835 -2.79132 0.56409
S -1.57621 -4.25904 -0.47521
C -0.00837 -3.81188 -1.23529
S -0.03879 -3.12750 -2.71439
N 1.11719 -4.07525 -0.48926
C 2.39185 -3.69076 -1.11827
C 3.54929 -3.77236 -0.11695
C 1.17857 -5.44000 0.09510
C 1.31434 -5.47549 1.62233
C 0.54355 -1.31840 4.12005
C 0.42072 -2.38325 5.18113
C 0.28261 -3.73519 4.88522
C 0.17813 -4.67138 5.90198
C 0.21630 -4.27167 7.23001
C 0.37655 -2.92978 7.53899
C 0.48174 -1.99871 6.51689
C -0.69869 0.66956 2.92221
C 0.40000 0.99263 1.87150
I 2.38640 1.32439 2.64767
C 0.40991 0.06149 0.63844
C 1.59404 -0.86852 0.41421
I 0.26281 1.30495 -1.12598
S -2.35062 1.03158 2.16655
C -2.39314 2.67700 1.52893
O -3.31074 0.96508 3.25075
O -2.53441 0.15200 1.04519
H 2.12379 6.74594 5.16572
H 0.39874 7.02561 5.12788
H 1.08307 5.96005 6.35660
H 1.95282 4.79031 3.96224
H 0.38075 5.38128 3.50663
H 1.15935 3.17925 5.35466
H -0.17461 4.16827 5.92641
H -0.37872 3.35743 3.08002
H -1.62806 3.41854 4.27424
H 0.46671 1.36566 4.60309
H -1.14874 2.23892 6.71881
H -2.69210 2.39818 5.89316
H -3.25859 -0.79211 5.66591
H -2.60836 -1.51891 2.61771
H -1.88348 -2.60740 3.75678
H -0.01353 -2.33713 1.57174
H -0.86973 -3.72859 2.15729
H -1.74892 -1.94630 -0.10760
H -2.91813 -2.89132 0.83066
H 2.30626 -2.67243 -1.48232
H 2.57290 -4.34765 -1.97095
H 3.18803 -3.61971 0.89818
H 4.26228 -2.97674 -0.32286
H 4.08032 -4.71863 -0.17333
H 0.28693 -5.98430 -0.18989
H 2.02525 -5.95474 -0.35450
H 1.12202 -4.47823 2.01693
H 2.31160 -5.76049 1.94776
H 0.58310 -6.14521 2.07033
H 1.09515 -1.69253 3.25974
H 1.14604 -0.51881 4.54451
H 0.26816 -4.07535 3.85964
H 0.06828 -5.71617 5.64977
H 0.14149 -5.01069 8.01346
H 0.41855 -2.60530 8.56846
H 0.62288 -0.95314 6.76735
H 0.17374 1.98947 1.51759
H -0.50061 -0.51537 0.60059
H 2.46679 -0.35503 0.02181
H 1.29240 -1.60203 -0.33539
H 1.85650 -1.43071 1.31048
H -3.33706 2.67200 0.98445
H -2.46994 3.38398 2.34482
H -1.57076 2.89728 0.85718
C 4.43928 3.48303 -5.50317
C 3.52281 2.32081 -5.13759
C 2.16713 2.34573 -5.85228
O 1.23974 3.28196 -5.33094
C 1.38421 4.60682 -5.80539
N 3.37489 2.26611 -3.67922
H 4.13189 4.40739 -5.01355
H 5.45830 3.27108 -5.18161
H 4.45046 3.65123 -6.58131
H 4.02028 1.39941 -5.45440
H 1.69323 1.36960 -5.71629
H 2.29725 2.49251 -6.93132
H 1.70537 4.62020 -6.85101
H 2.09501 5.18221 -5.20687
H 0.40889 5.08736 -5.73328
H 2.85778 1.42733 -3.42997
H 2.76419 3.03217 -3.40730
C -5.32553 6.60898 6.20255
C -3.90429 6.63668 5.65057
C -3.22283 5.26250 5.63710
O -2.77132 4.80437 6.89861
C -3.76188 4.19483 7.71730
N -3.13001 7.64449 6.37273
H -5.33283 6.53484 7.28983
H -5.84167 7.53027 5.93997
H -5.89704 5.77179 5.79660
H -3.96164 6.95733 4.60553
H -2.32148 5.34131 5.01926
H -3.88313 4.50879 5.17608
H -4.46852 3.61417 7.11691
H -4.31081 4.92332 8.31444
H -3.24674 3.52296 8.40299
H -2.22038 7.76820 5.93812
H -2.92937 7.29509 7.30550
C -3.54338 -6.19594 -4.65831
C -2.05733 -6.13299 -4.99480
C -1.67361 -4.95263 -5.89539
O -2.00722 -5.10704 -7.25919
C -3.34082 -4.78586 -7.60244
N -1.63907 -7.42456 -5.54503
H -4.12878 -6.57493 -5.49600
H -3.70748 -6.87070 -3.81875
H -3.92952 -5.21188 -4.38546
H -1.51408 -5.98531 -4.05531
H -0.58449 -4.85402 -5.87587
H -2.09098 -4.01516 -5.50319
H -3.71400 -3.94960 -7.00305
H -4.01219 -5.63971 -7.48262
H -3.34509 -4.49404 -8.65191
H -0.63029 -7.43444 -5.66141
H -2.00596 -7.49735 -6.48995
C 4.10594 -0.71249 -11.63118
C 4.64508 -0.66756 -10.20527
C 3.59053 -0.30152 -9.15344
O 3.24413 1.06978 -9.11023
C 2.28118 1.48438 -10.06130
N 5.81252 0.21558 -10.16591
H 3.96757 0.28844 -12.03975
H 4.81144 -1.23019 -12.27928
H 3.15055 -1.23838 -11.67916
H 4.99015 -1.67471 -9.95210
H 4.00486 -0.52437 -8.16602
H 2.68674 -0.91362 -9.27420
H 1.54319 0.69889 -10.24775
H 2.74099 1.77835 -11.00733
H 1.76957 2.35449 -9.64919
H 6.25540 0.15924 -9.25381
H 5.48609 1.17530 -10.23616

## Properties
Energy above the lowest of the compared OMol25 structures with the same formula, charge and spin, kcal/mol: 0.0
Total charge: +1

No. 2
C6H10N3O3 | ωB97M-V/def2-TZVPD

Cartesian coordinates (Å):
O 2.43692 -0.12046 2.06583
C 1.67097 -0.80755 1.44986
N 0.93184 -0.16016 0.44107
C 1.02248 1.21365 0.26551
N 0.87359 1.53071 -1.16584
C -0.52970 1.48656 -1.51082
N -1.15467 0.03890 -1.18023
C -0.63954 -0.68136 0.04175
C -1.30625 -0.25762 1.27114
O -2.14816 0.60133 1.24482
C -0.44969 -2.33408 -0.09148
O -0.92764 -3.04362 0.74059
H 1.45995 -1.89052 1.62241
H 2.11566 1.46226 0.56195
H 0.38644 1.74399 0.94624
H 1.63620 1.02476 -1.65763
H -1.00000 2.05233 -0.70900
H -0.56703 1.73648 -2.58794
H -2.08147 0.06758 -0.82554
H -1.00520 -0.52123 -2.09692
H -0.88586 -0.62794 2.18876
H 0.16114 -2.51403 -1.01452

## Properties
Energy above the lowest of the compared OMol25 structures with the same formula, charge and spin, kcal/mol: 63.0
SMILES: O=CN1CNC[NH2+]C1(C=O)C=O
Total charge: +1

No. 3
C7H8N | ωB97M-V/def2-TZVPD

Cartesian coordinates (Å):
C 2.40417 -2.18491 -1.96924
C 1.61770 -1.43943 -1.35718
C 0.68918 -0.46573 -0.44681
C -0.36786 -0.90214 0.17148
N -0.99731 0.18734 0.75726
C -2.03493 0.11079 1.53016
C -0.51575 1.45617 0.24978
C 0.85509 0.99991 -0.29248
H 2.98643 -2.74399 -2.66859
H -0.69560 -1.84696 0.43311
H -2.44647 0.92231 2.00741
H -2.45445 -0.77822 1.81846
H -0.75101 2.18717 1.01358
H -1.12369 1.79931 -0.66342
H 1.30731 1.36398 -1.21787
H 1.52720 1.33439 0.63437

## Properties
Energy above the lowest of the compared OMol25 structures with the same formula, charge and spin, kcal/mol: 22.0
SMILES: C#CC1=C[N+](=C)CC1
Total charge: +1

No. 4
C21H57N4O9Zn | ωB97M-V/def2-TZVPD

Cartesian coordinates (Å):
Zn -0.71752 -2.02435 -2.56690
O -1.01566 0.77331 -0.06260
C -0.83562 -0.18905 -0.92752
O -0.86324 -1.42570 -0.58490
O -0.61276 0.05492 -2.14303
H -1.29961 0.38058 0.79586
C -3.66492 -1.43892 1.30775
C -3.69026 -0.22121 2.21974
C -4.16339 -0.55949 3.62493
O -2.41303 0.40994 2.25240
H -2.93723 -2.18222 1.64693
H -3.34452 -1.15990 0.29679
H -4.64905 -1.90391 1.22329
H -4.38882 0.50813 1.80298
H -3.55147 -1.34403 4.07437
H -5.18245 -0.95964 3.60950
H -4.20971 0.34704 4.22489
H -1.75320 -0.24222 2.54040
C 0.25286 4.41030 -0.17934
C 1.06015 5.51575 -0.85152
C 2.53826 5.22533 -0.70138
O 3.27743 6.32396 -1.17184
C 4.61016 6.31911 -0.71149
N 0.64602 5.59036 -2.27252
H 0.45646 4.40881 0.89718
H 0.51561 3.42072 -0.56551
H -0.81794 4.58228 -0.27716
H 0.79976 6.46892 -0.38725
H 2.77083 4.35723 -1.34470
H 2.79570 4.94915 0.33142
H 5.15646 7.08344 -1.25791
H 5.09259 5.35857 -0.93451
H 4.62619 6.51337 0.36411
H 1.42436 5.97680 -2.80348
H 0.55751 4.64908 -2.64993
C 0.59316 -1.81173 4.56820
C 0.24068 -2.52051 3.27722
C -0.90652 -3.47939 3.53332
O -0.51822 -4.40342 4.52360
C -1.56060 -5.29001 4.84836
N -0.17460 -1.52142 2.28078
H -0.27031 -1.22648 4.91164
H 1.33804 -1.02033 4.43000
H 0.91057 -2.49602 5.34703
H 1.10938 -3.10390 2.94382
H -1.15159 -4.03435 2.61160
H -1.79797 -2.92634 3.85872
H -2.36588 -4.77477 5.39096
H -1.14801 -6.03379 5.52753
H -2.00734 -5.78199 3.97748
H 0.62349 -0.88277 2.20134
H -0.27600 -1.92440 1.35503
C -4.24233 -3.00483 -4.65567
C -2.80532 -2.78157 -4.21220
C -2.15625 -1.61355 -4.91642
O -0.77375 -1.54633 -4.49670
C 0.05075 -0.68954 -5.30502
N -2.69638 -2.55912 -2.73419
H -4.35262 -3.18239 -5.72262
H -4.87186 -2.15214 -4.37743
H -4.67939 -3.84965 -4.11942
H -2.27172 -3.71018 -4.43480
H -2.64931 -0.66156 -4.69223
H -2.19272 -1.75907 -5.99734
H -0.31559 0.33413 -5.19083
H 0.01911 -1.01107 -6.34360
H 1.08284 -0.65525 -4.96887
H -3.08065 -3.36903 -2.24847
H -3.33526 -1.81785 -2.43759
C 4.19919 -1.47595 2.03399
C 3.25706 -1.23702 0.87369
C 2.63131 0.14121 0.89062
O 2.12248 0.45706 2.15906
C 1.60766 1.77452 2.22979
N 3.98148 -1.38971 -0.40740
H 4.76477 -2.39348 1.86200
H 3.67244 -1.52166 2.98422
H 4.93509 -0.67060 2.10609
H 2.45191 -1.98738 0.93728
H 1.83220 0.18445 0.12512
H 3.38744 0.86928 0.55891
H 2.40106 2.51429 2.07029
H 1.18691 1.90296 3.22285
H 0.84475 1.94910 1.46211
H 3.29105 -1.53193 -1.14209
H 4.47153 -2.27969 -0.36537
C 1.87927 1.90360 -3.29509
O 0.66930 2.64463 -3.39613
H 2.51947 2.12633 -4.14209
H 2.36079 2.11714 -2.33735
H 1.59148 0.84709 -3.30642
H 0.10360 2.33991 -2.67635

## Properties
Energy above the lowest of the compared OMol25 structures with the same formula, charge and spin, kcal/mol: 0.0
Total charge: +1

No. 5
C10H19N3O4 | ωB97M-V/def2-TZVPD

Cartesian coordinates (Å):
C -0.32062 -2.80629 -2.22030
C 0.55907 -2.34637 -1.09590
C 1.86079 -3.25035 -1.30208
C -0.06795 -2.58453 0.22239
C -0.55447 -1.28405 0.83169
N 0.65684 -0.39072 1.06289
C 0.62725 0.92164 0.65169
O 1.60341 1.57911 0.90229
C -0.63023 1.48940 -0.11929
N -1.71065 1.42939 0.91240
C -0.12458 2.83858 -0.45417
C 0.75394 2.73772 -1.63752
N 0.96027 3.92624 -2.23608
O 1.25898 1.63242 -2.14081
C -1.48832 -1.31893 2.06791
O -2.12670 -2.18501 2.53116
O -1.26175 -0.17159 2.76098
H -0.51859 -3.87393 -2.22369
H -1.37184 -2.40885 -2.49661
H 0.39727 -2.94314 -3.07355
H 0.95280 -1.36475 -1.19712
H 2.09815 -3.00672 -2.31213
H 2.58475 -3.20776 -0.37974
H 1.71621 -4.33495 -1.32084
H -0.91353 -3.27580 0.19365
H 0.75654 -2.89156 0.93066
H -1.04381 -0.61847 0.17887
H 1.32647 -0.70662 1.72939
H -0.70634 0.76915 -1.01552
H -1.49512 2.15474 1.57032
H -2.58336 1.69100 0.40970
H 0.33543 3.28449 0.38496
H -1.01410 3.52077 -0.70011
H 0.87710 4.85419 -1.78065
H 1.47128 3.95107 -3.07087
H -1.69535 0.43249 1.90332

## Properties
Energy above the lowest of the compared OMol25 structures with the same formula, charge and spin, kcal/mol: 97.6
SMILES: CC(C)C[C@H](NC(=O)[C@@H](N)CC(N)=O)C(=O)O

No. 6
C5H9N3S3 | ωB97M-V/def2-TZVPD

Cartesian coordinates (Å):
C -0.07928 0.28162 -1.72701
C -0.39768 -0.03954 0.71388
C 1.20024 -1.82637 -3.07998
C 1.02874 -2.34835 1.29781
C -1.09174 3.15222 2.18635
N -0.83468 1.21727 -1.49352
N -1.60359 1.53098 -0.55173
N -1.25604 0.87682 0.66351
S 1.34845 -0.13601 -2.39082
S -0.12639 -1.02925 1.99888
S -2.10849 1.63835 2.12236
H 1.54265 -1.82118 -4.04696
H 0.09509 -2.10242 -3.21159
H 1.76328 -2.56204 -2.63411
H 0.26380 -3.11151 1.12293
H 1.71526 -2.37225 2.09833
H 1.53049 -1.89176 0.34543
H -0.04794 3.07450 2.44491
H -1.60502 3.75733 2.86717
H -1.33715 3.71159 1.27416

## Properties
Multiplicity: 3

no.,E (eV)
1,-124828.4657
2,-16986.4421
3,-8867.5176
4,-95501.3030
5,-23336.5121
6,-42298.0380